Record 1
ORCA calculation (ωB97M-V/def2-TZVPD) on 4 unconnected molecules or ions with the total composition C14H34O12P2 in a non-equilibrium geometry.

The geometry in XYZ format:
```
62
Properties=species:S:1:pos:R:3:forces:R:3:mulliken_charge:R:1
C -0.50430 -1.01339 -0.89633 -0.6 2.8 -0.5 -0.206
O -1.35633 -1.95159 -0.31082 0.6 -3.7 1.0 -0.325
P -0.50066 -3.07291 0.51649 -1.3 -1.0 0.8 1.133
O 0.27337 -2.48407 1.62861 -0.6 -0.8 -0.8 -0.688
O -1.66414 -4.22555 0.99888 2.6 2.2 -1.8 -0.379
C -2.46286 -4.87349 0.00540 -2.0 -0.1 0.0 -0.769
O 0.39089 -3.84134 -0.58461 -0.4 0.5 0.1 -0.377
C 1.82192 -3.72389 -0.66317 0.5 -0.4 0.8 -0.225
H -0.53803 -0.96776 -1.98485 -0.1 -0.6 0.0 0.367
H 0.54251 -0.96148 -0.59703 0.0 -0.5 0.4 0.020
H -1.02985 -0.13694 -0.51719 0.8 0.9 -0.4 0.053
H -2.53359 -4.51325 -1.02092 1.1 0.6 0.0 0.284
H -3.48946 -4.71084 0.33362 -0.2 -0.1 0.2 0.324
H -2.37820 -5.95785 -0.06602 0.8 0.0 0.4 0.297
H 2.26789 -4.68755 -0.41706 -0.2 -0.2 -0.2 0.368
H 2.22019 -3.04915 0.09459 -0.3 0.3 0.0 -0.084
H 2.18700 -3.43149 -1.64770 -0.6 0.1 -0.1 0.204
C -5.17576 -0.02758 -1.09202 -0.6 0.1 -1.5 -0.770
O -4.34577 0.54585 -0.11830 1.3 0.3 1.0 -0.078
P -4.24627 2.12648 -0.13518 1.9 1.8 2.3 0.581
O -4.97009 2.87723 -1.18626 0.7 -0.8 1.3 -0.673
O -4.66384 2.55104 1.47638 0.3 -0.7 -3.3 -0.356
C -4.39359 1.64542 2.54748 0.9 0.3 0.1 -0.391
O -2.56633 2.32458 -0.12163 -2.8 -0.6 -0.5 -0.024
C -1.90101 3.49741 -0.60451 0.3 0.2 0.2 -0.677
H -5.21363 -1.11603 -1.13607 -0.1 0.0 1.3 0.236
H -4.73608 0.14378 -2.07458 -0.4 0.7 -0.2 0.303
H -6.11704 0.49437 -0.91984 -0.5 -0.8 -0.9 0.391
H -4.53432 2.21040 3.46895 -0.5 -0.1 -0.1 0.266
H -3.33116 1.40195 2.55631 0.1 -0.3 -0.2 0.113
H -4.97971 0.72763 2.50003 -0.1 0.2 0.0 0.237
H -1.28280 3.30562 -1.48151 0.1 -0.7 0.1 0.185
H -1.27387 3.77757 0.24183 0.1 0.4 -0.3 0.285
H -2.50896 4.33198 -0.95377 -0.6 -0.2 0.6 0.373
C 2.32313 3.40984 -1.11354 -0.5 -0.1 0.2 -1.122
C 1.72376 2.18303 -1.83616 -0.8 3.0 -0.7 0.035
O 2.75899 1.31594 -1.92213 1.8 -3.7 -0.5 -0.182
C 2.49991 0.14119 -2.58151 2.1 -0.7 0.5 0.830
C 3.60591 -0.91571 -2.37146 0.0 0.3 0.1 -0.897
O 1.56534 -0.05643 -3.28831 -1.3 0.3 -0.3 -0.539
H 3.28993 3.61329 -1.57401 0.1 -0.3 0.1 0.349
H 2.46901 3.25988 -0.04381 0.0 0.0 -0.1 0.107
H 1.77160 4.33452 -1.28348 -0.4 -0.2 0.1 0.411
H 0.82578 1.66534 -1.49892 -0.1 0.4 0.6 -0.011
H 1.50984 2.57371 -2.83100 -0.4 -0.2 -0.3 0.478
H 4.56804 -0.40784 -2.30474 0.0 -0.2 0.3 0.340
H 3.65864 -1.70587 -3.12044 -0.3 0.6 -0.7 0.408
H 3.44001 -1.54675 -1.49832 -0.1 0.7 0.6 -0.175
C 0.56744 1.23096 2.75431 0.9 0.3 -1.1 -1.184
C 1.87706 1.32220 1.92177 -1.1 0.1 -0.4 0.616
O 2.60882 0.13224 2.14376 0.2 -0.2 1.4 -0.290
C 3.76222 -0.01722 1.50186 -0.6 -4.1 2.3 0.705
C 4.53759 -1.23074 2.02030 1.1 0.5 0.8 -1.263
O 4.14548 0.66471 0.65359 1.5 3.3 -3.4 -0.457
H 0.23806 2.24811 2.96649 -0.2 -0.1 0.0 0.371
H 0.71540 0.70807 3.69919 0.1 0.0 -0.2 0.367
H -0.15193 0.71176 2.12104 -0.3 0.0 0.4 0.139
H 1.72662 1.33493 0.84228 -0.7 0.2 -0.1 -0.554
H 2.40915 2.25772 2.09435 0.6 -0.3 0.6 0.454
H 4.95011 -0.84928 2.95434 -0.7 -0.3 0.9 0.397
H 5.53592 -1.38891 1.61233 -0.4 0.1 -1.4 0.386
H 4.06208 -2.20384 2.14307 -0.4 0.5 0.2 0.284
```
Positions in Å, forces in eV/Å.

HOMO-LUMO gap   10.968 eV
Lowest unoccupied orbital energy   0.6 eV
Spin multiplicity   1
HOMO energy   -10.327 eV
Energy relative to the best compared isomer or geometry (same formula, charge and spin)   0.0 kcal/mol

Record 2
ORCA calculation (ωB97M-V/def2-TZVPD) on a molecular structure, C14H35BBrInNO7 in a non-equilibrium geometry.

The geometry in XYZ format:
```
60
Properties=species:S:1:pos:R:3:forces:R:3:mulliken_charge:R:1
C -3.15710 -0.73495 -4.13286 0.7 0.3 0.5 -0.789
C -1.56815 -0.50952 -4.59994 -1.1 0.2 0.8 -0.293
C -1.02095 0.76058 -3.71411 0.8 -0.3 -0.5 -0.130
C 0.55396 1.15466 -3.97954 -0.6 0.0 0.1 -0.629
C 0.97023 2.21606 -2.77166 0.7 -0.9 -1.6 -0.180
C 1.75910 1.35590 -1.62180 1.2 0.9 -0.2 -0.881
In 0.57710 1.16093 0.34667 0.5 0.8 -0.3 0.806
C 2.18867 1.23471 1.99936 1.5 0.8 1.1 -0.692
C 2.31359 2.70292 2.71345 -6.2 1.7 1.1 0.433
O 1.31501 3.51687 3.06165 6.8 -5.2 -2.2 -0.513
Br 4.21182 3.30598 3.15499 -0.9 -0.1 -0.3 -0.288
B -0.86135 2.95622 0.46073 -1.1 2.4 0.5 0.173
O -2.33292 2.82303 0.38107 2.0 1.1 -1.7 -0.629
O -0.34641 4.35745 0.64902 0.6 -3.1 -1.2 -0.510
N -0.38516 -0.73223 0.57541 -3.2 -0.7 0.1 -0.151
C -0.10126 -1.68937 -0.55918 -0.2 -1.2 0.6 -0.197
C -1.85557 -0.62103 0.90788 -2.6 1.5 -2.4 0.393
C -2.29041 -1.12399 2.44228 1.0 -0.5 -0.7 -0.791
O -2.82112 -0.17179 0.09522 5.3 -2.8 4.1 -0.570
H -3.21933 -0.37117 -3.00866 0.0 -1.0 -2.2 0.151
H -3.87827 -0.03903 -4.75479 1.4 -1.6 1.1 0.264
H -3.45887 -1.87306 -4.18803 0.4 2.4 0.0 0.269
H -1.56528 -0.30468 -5.75783 0.3 -0.4 2.3 0.286
H -0.95823 -1.49896 -4.33324 -1.2 2.3 -0.7 0.218
H -1.11957 0.46947 -2.58443 0.1 0.6 -2.0 -0.267
H -1.66466 1.72919 -3.90148 1.1 -2.0 0.3 0.327
H 0.72229 1.60755 -5.06415 -0.6 -0.8 2.2 0.335
H 1.22657 0.17464 -3.94532 -1.4 2.1 0.1 0.163
H -0.00857 2.74969 -2.41714 1.8 -1.0 -0.4 0.108
H 1.64500 3.05684 -3.28083 -1.3 -1.7 1.3 0.335
H 2.71618 2.00112 -1.32264 -1.8 -1.4 -0.5 0.208
H 2.17868 0.31372 -1.98936 -0.9 2.2 0.4 0.153
H 1.96012 0.37430 2.77873 0.4 2.1 -1.3 0.192
H 3.20865 0.97280 1.48937 -1.7 0.6 1.3 0.257
H -2.64079 3.10588 -0.53968 0.6 -0.5 2.0 0.240
H 0.65738 4.29989 0.53367 -2.1 0.1 0.5 0.272
H -0.11791 -1.21335 -1.62791 0.1 -1.0 1.8 -0.042
H -0.89567 -2.57687 -0.48618 1.7 1.8 -0.5 0.285
H 0.94331 -2.20865 -0.30550 -2.3 1.4 -0.8 0.094
H -3.42161 -0.93195 2.68198 2.4 -0.2 -0.6 0.201
H -1.54748 -0.66907 3.24730 -1.7 -0.8 -1.8 0.171
H -2.06277 -2.29556 2.44034 -0.5 2.4 0.0 0.255
C 4.81877 -1.55265 3.69668 -0.2 -0.1 0.0 -0.619
O 3.76711 -1.76821 2.77379 -0.3 -0.4 0.0 -0.396
H 5.38267 -0.66780 3.39236 -0.2 -0.1 0.0 0.207
H 4.40232 -1.39135 4.69399 0.2 0.1 0.1 0.277
H 5.48262 -2.42058 3.70323 0.2 0.1 0.2 0.281
H 3.28484 -2.55912 3.06955 0.2 0.5 -0.3 0.262
C 1.46664 -5.74197 -0.61994 0.1 0.2 -0.2 -0.618
O 1.23667 -4.35064 -0.74453 0.3 -0.1 -0.3 -0.403
H 0.79029 -6.14752 0.13613 0.1 0.2 -0.1 0.226
H 1.27415 -6.23130 -1.57785 0.0 -0.3 0.1 0.245
H 2.50046 -5.91511 -0.31129 0.0 -0.3 0.0 0.246
H 1.85060 -4.01893 -1.42176 -0.4 0.0 0.4 0.258
C -3.58238 2.59711 3.79572 0.1 0.1 0.0 -0.315
O -3.91848 1.26597 4.14112 -0.3 -0.4 0.6 -0.474
H -3.35235 2.63993 2.72857 0.0 -0.1 0.2 -0.023
H -4.42809 3.25492 4.01054 0.1 0.2 -0.1 0.283
H -2.70666 2.91293 4.36790 0.0 0.2 -0.1 0.258
H -4.11743 1.25914 5.09294 0.1 -0.1 -0.6 0.266
```
Positions in Å, forces in eV/Å.

HOMO-LUMO gap   7.060 eV
Lowest unoccupied orbital energy   2.4 eV
Spin multiplicity   1
HOMO energy   -4.697 eV
Total charge   -1

Record 3
ORCA calculation (ωB97M-V/def2-TZVPD) on 2 unconnected molecules or ions with the total composition C14H35BN3O3 in a non-equilibrium geometry.

The geometry in XYZ format:
```
56
Properties=species:S:1:pos:R:3:forces:R:3:mulliken_charge:R:1
N -1.08834 3.06573 -2.46830 0.3 -0.1 -0.4 -0.420
C -0.49026 4.36546 -2.23733 -0.2 -0.3 -0.2 -0.423
O -0.41797 4.61599 -0.85534 0.1 0.3 -0.1 -0.447
C 0.89128 4.83154 -0.36389 -0.2 -0.2 0.5 -0.810
C 1.53080 3.53722 0.15508 0.6 0.1 0.1 1.093
N 1.78457 3.51692 1.61538 0.1 -0.2 0.1 -0.693
B 2.87761 3.16475 -0.61334 0.1 -0.3 0.3 0.561
O 3.23558 1.83248 -0.76285 -1.0 -0.1 -0.7 -0.580
O 3.69644 4.08040 -1.21165 0.5 0.3 0.4 -0.525
H -1.23871 2.58045 -1.60003 -0.2 0.1 0.1 0.173
H -1.92486 3.10994 -3.02531 -0.2 0.0 0.2 0.233
H -1.07102 5.14724 -2.71778 -0.3 0.1 -0.1 0.342
H 0.49248 4.39050 -2.69930 0.4 0.1 0.2 0.269
H 1.52637 5.30450 -1.10167 0.0 0.1 -0.4 0.452
H 0.80731 5.53883 0.45537 -0.1 0.2 0.2 0.279
H 0.84015 2.72826 -0.05210 -0.3 -0.2 -0.1 -0.601
H 1.05599 3.01058 2.09476 -0.1 0.1 0.1 0.214
H 1.79149 4.44965 2.00263 0.1 0.1 0.0 0.265
H 3.37631 1.66793 -1.70806 0.6 -0.1 0.3 0.284
H 3.86846 4.85577 -0.66021 -0.3 0.1 -0.5 0.324
C -1.05630 -0.37245 -2.33091 0.0 -0.1 0.3 -1.512
C -0.15674 -0.30923 -1.09515 -0.1 0.0 -0.3 0.544
C 0.65859 -1.58343 -0.87253 0.0 0.3 0.3 -0.917
C -0.06041 -2.85825 -0.45882 0.2 0.0 -0.3 -0.996
N -0.70298 -2.96320 0.91011 0.0 -0.4 0.2 0.242
C -2.09977 -2.39675 0.93745 0.0 0.1 -0.1 -0.506
C -2.95780 -3.40286 0.18389 0.0 0.0 -0.2 -0.761
C -2.27853 -4.76566 0.40357 0.0 -0.1 -0.1 -0.582
C -0.97607 -4.44768 1.13472 -0.2 -0.1 0.0 -0.675
C 0.17104 -2.49292 2.05872 -0.1 0.2 0.0 -0.762
C 0.11744 -1.00951 2.46043 0.3 0.1 0.2 -0.399
C 1.47109 -0.29501 2.43345 -0.1 0.0 -0.1 -1.280
H -1.75126 -1.21620 -2.28616 0.0 0.0 0.0 0.296
H -1.64292 0.53759 -2.40676 -0.1 0.0 -0.1 0.300
H -0.46518 -0.46126 -3.24177 0.0 0.0 0.0 0.408
H -0.76352 -0.05525 -0.22661 0.0 0.0 0.2 0.045
H 0.54405 0.52021 -1.21190 0.0 0.0 0.0 0.037
H 1.48943 -1.39708 -0.19066 0.0 0.0 0.1 0.201
H 1.13774 -1.82920 -1.82461 0.0 -0.1 0.0 0.665
H 0.67348 -3.66224 -0.47460 0.0 0.0 0.0 0.353
H -0.83237 -3.11228 -1.18350 -0.1 0.0 0.1 0.568
H -2.38427 -2.32657 1.98630 0.0 0.0 0.0 0.556
H -2.11602 -1.41220 0.48644 0.1 0.1 0.1 0.325
H -2.98477 -3.16091 -0.87721 0.0 0.0 0.0 0.198
H -3.98787 -3.37978 0.52943 0.0 0.0 0.1 0.502
H -2.09364 -5.27196 -0.54158 0.0 0.0 0.0 0.307
H -2.88982 -5.43356 1.00489 0.0 0.0 0.0 0.344
H -0.11777 -5.02037 0.79880 0.1 0.0 0.1 0.459
H -1.10019 -4.58844 2.20394 0.0 0.0 0.0 0.464
H 1.18119 -2.83167 1.83296 0.0 0.1 -0.1 0.624
H -0.17584 -3.06655 2.91291 0.0 -0.1 0.0 0.259
H -0.23752 -0.97915 3.49151 -0.1 0.0 0.0 0.546
H -0.61922 -0.44800 1.89242 0.0 0.0 -0.2 0.245
H 2.26096 -0.93007 2.83636 0.0 0.0 0.0 0.357
H 1.43636 0.60698 3.04188 0.0 0.0 0.0 0.340
H 1.76576 0.02081 1.43655 0.1 0.0 -0.2 0.215
```
Positions in Å, forces in eV/Å.

HOMO-LUMO gap   8.644 eV
Lowest unoccupied orbital energy   -2.3 eV
Spin multiplicity   1
HOMO energy   -10.894 eV
Total charge   +1

Record 4
ORCA calculation (ωB97M-V/def2-TZVPD) on a molecular structure, C14H35BaN2O4Se2Si2Te.

The geometry in XYZ format:
```
61
Properties=species:S:1:pos:R:3:forces:R:3:mulliken_charge:R:1
Ba -0.09002 -1.48368 -1.60502 -0.1 -0.1 -0.1 1.177
O -4.51192 -3.46977 0.35038 0.1 0.0 0.0 -0.652
C -3.18114 -3.98224 0.20640 -0.1 0.0 -0.1 -1.012
C -2.21495 -3.43195 1.25046 0.1 0.0 0.2 2.326
C -2.74495 -3.79428 2.65575 0.0 0.0 0.0 -1.228
O -3.94564 -3.14151 3.02300 -0.1 0.0 -0.1 -0.596
C -2.04947 -1.88727 1.20706 0.1 0.1 -0.3 -0.713
Se -2.89898 -0.82264 -0.25628 0.2 0.0 0.0 -0.631
C -0.85739 -4.16076 1.16315 0.1 0.0 -0.1 -1.669
Se 0.01623 -4.52102 -0.59526 -0.1 0.4 0.0 -0.679
H -4.45400 -2.54705 0.02204 0.0 -0.1 0.0 0.270
H -2.80873 -3.77618 -0.79777 0.0 0.0 0.0 0.440
H -3.23778 -5.06847 0.31732 0.0 0.0 0.0 0.482
H -1.98897 -3.51139 3.39602 0.0 0.0 0.0 0.413
H -2.86880 -4.88501 2.70838 0.0 0.0 0.0 0.456
H -4.50944 -3.17781 2.22797 0.1 0.0 0.1 0.438
H -0.97871 -1.64537 1.21834 0.0 0.0 0.0 -0.386
H -2.46066 -1.45714 2.11765 0.0 0.0 0.0 0.396
H -0.95956 -5.14882 1.61419 -0.1 0.0 0.0 0.436
H -0.13518 -3.61458 1.77302 0.0 0.0 0.0 0.321
N 2.76896 -2.16126 -2.40267 -0.1 0.0 -0.1 -0.338
N 3.12288 -1.44884 -3.56826 0.1 0.0 -0.2 -0.151
C 2.14547 -0.64907 -4.22188 -0.5 0.2 0.3 0.288
O 2.34316 -0.37218 -5.39969 0.2 -0.1 0.0 -0.753
O 1.16694 -0.26256 -3.48422 0.1 -0.3 0.0 -0.491
H 3.48472 -2.03422 -1.69783 0.0 0.0 0.0 0.197
H 2.67603 -3.15654 -2.58168 0.0 0.0 0.0 0.219
H 3.69071 -1.93816 -4.24565 0.1 0.0 0.1 0.240
C 1.67953 -0.44448 2.70361 0.0 0.0 0.0 -0.877
Si 1.22106 1.37181 2.59393 -0.1 -0.1 0.0 0.136
C -0.62048 1.57289 2.35771 0.0 0.1 0.0 -0.676
C 1.73792 2.22068 4.18835 0.0 0.0 0.0 -1.043
C 2.16675 2.16725 1.17766 0.1 0.1 0.0 -0.658
Te 2.27623 0.93552 -0.56273 -0.1 0.0 -0.2 0.091
C 2.03364 2.44995 -2.05574 0.1 0.0 0.1 -0.826
Si 0.36478 3.28661 -2.27131 0.1 0.1 0.0 0.293
C -0.18057 4.18671 -0.71736 0.0 0.0 0.0 -0.774
C -0.94980 2.06808 -2.76599 -0.1 0.0 0.0 -0.433
C 0.61868 4.54866 -3.64273 0.0 0.0 0.0 -1.084
H 1.16878 -0.91582 3.54626 0.0 0.0 0.0 0.299
H 2.75517 -0.57445 2.84777 0.0 0.0 0.0 0.415
H 1.39466 -1.00052 1.80607 0.0 0.0 0.0 0.124
H -1.16145 1.04145 3.14460 0.0 0.0 0.0 0.341
H -0.98926 1.19556 1.39981 0.0 -0.1 0.0 0.114
H -0.90585 2.62599 2.42101 0.0 0.0 0.0 0.396
H 1.21069 1.79671 5.04578 0.0 0.0 0.0 0.293
H 1.51232 3.28906 4.15348 0.0 0.0 0.0 0.291
H 2.81050 2.11292 4.36656 0.0 0.0 0.0 0.305
H 3.19398 2.39331 1.46622 0.0 0.0 0.0 0.467
H 1.69626 3.09579 0.85117 0.0 0.0 0.1 0.138
H 2.25466 1.91912 -2.98646 0.0 0.0 0.1 0.259
H 2.83614 3.16964 -1.88345 0.0 0.0 0.0 0.545
H -0.42393 3.48085 0.07949 0.0 0.0 0.0 -0.023
H -1.08827 4.75686 -0.93055 0.0 0.0 0.0 0.392
H 0.57341 4.88676 -0.34892 0.0 0.0 0.0 0.300
H -1.31070 1.50140 -1.90083 0.1 -0.1 0.0 -0.186
H -0.57617 1.39165 -3.53891 0.0 0.0 0.1 0.308
H -1.82702 2.59605 -3.14814 0.0 0.0 -0.1 0.351
H 1.38655 5.27937 -3.37814 0.0 0.0 0.0 0.316
H -0.30658 5.09194 -3.84854 0.0 0.0 0.0 0.300
H 0.92959 4.05244 -4.56459 0.0 0.0 0.0 0.306
```
Positions in Å, forces in eV/Å.

HOMO-LUMO gap   6.491 eV
Lowest unoccupied orbital energy   2.0 eV
Spin multiplicity   1
HOMO energy   -4.535 eV
Energy relative to the best compared isomer or geometry (same formula, charge and spin)   8.6 kcal/mol
Total charge   -1